{"formula": "C2H2Br3ClS", "method": "ωB97M-V with the def2-TZVPD basis set", "symbols": ["C", "C", "S", "Cl", "Br", "Br", "Br", "H", "H"], "xyz": [[1.4573, -0.0221, 0.8431], [-1.5189, 0.6554, -0.5648], [2.4723, -1.2032, 0.3338], [1.4663, -2.8623, 0.8244], [2.0480, 1.7095, 0.7324], [-1.6502, -0.3320, 1.0783], [-0.5950, -0.2677, -1.9605], [-1.1934, 1.5626, -0.3052], [-2.4863, 0.7598, -0.9815]], "forces_ev_per_angstrom": [[0.25, -1.16, 0.17], [-1.47, -3.34, -0.44], [0.20, 1.27, 0.02], [-0.37, -0.58, 0.07], [0.42, 0.52, -0.30], [-0.54, -0.15, 0.01], [0.53, 0.12, -0.05], [2.00, 3.30, 0.55], [-1.01, 0.01, -0.02]], "mulliken_charge": [-0.003, -0.571, 0.154, -0.099, -0.066, -0.052, -0.064, 0.371, 0.330], "total_energy_ev": -235588.4485, "charge": 0, "de_lowest_kcal_mol": 62.1, "gap_ha": 0.29310}